(1)
One molecule with the formula C34H38N3O7P in a non-equilibrium geometry, computed with ωB97M-V/def2-TZVPD.

Results
Orbital gap (eV): 7.4
HOMO (eV): -7.62
SMILES: CC1=C(C(=O)OCCN(Cc2ccccc2)c2ccccc2)[C@H](c2cccc([N+](=O)[O-])c2)C(P2(=O)OCC(C)(C)CO2)=C(C)N1
Relative energy (zero: lowest compared OMol25 entry of this formula, charge and spin) (kcal per mole): 0.0
Electronic energy (Eh): -2350.7494
Maximum force (eV/A): 1.365
2S+1: 1

Last column: Mulliken charge in e.
Geometry (Å):
1 C -2.60 -1.99 1.88  -1.119
2 C -2.29 -0.60 1.44  0.463
3 C -1.54 -0.29 0.36  -0.855
4 C -1.04 -1.33 -0.53  0.545
5 O -1.40 -2.49 -0.54  -0.674
6 O -0.14 -0.84 -1.41  -0.117
7 C 0.47 -1.76 -2.30  -0.626
8 C 1.74 -2.40 -1.70  -1.593
9 N 1.46 -3.38 -0.67  0.618
10 C 0.91 -4.63 -1.15  -1.604
11 C 1.71 -5.84 -0.69  0.591
12 C 3.05 -5.72 -0.37  -0.135
13 C 3.77 -6.84 0.02  -0.839
14 C 3.16 -8.08 0.07  -0.362
15 C 1.83 -8.20 -0.26  -0.681
16 C 1.10 -7.09 -0.64  -0.174
17 C 1.28 -3.03 0.65  1.079
18 C 1.59 -1.76 1.15  -0.122
19 C 1.44 -1.45 2.48  -0.470
20 C 0.96 -2.39 3.38  -0.829
21 C 0.65 -3.65 2.91  -0.916
22 C 0.81 -3.97 1.57  -0.299
23 C -1.22 1.15 -0.01  0.579
24 C 0.25 1.50 0.16  1.201
25 C 0.77 1.70 1.44  -0.252
26 C 2.10 2.07 1.61  -0.966
27 C 2.93 2.24 0.52  -0.627
28 C 2.40 2.03 -0.75  -0.969
29 N 3.24 2.19 -1.91  1.108
30 O 4.39 2.53 -1.73  -0.678
31 O 2.75 1.97 -3.00  -0.647
32 C 1.07 1.68 -0.93  -0.090
33 C -2.00 2.12 0.84  -0.628
34 P -1.61 3.88 0.62  1.143
35 O -0.78 4.47 1.66  -0.853
36 O -3.02 4.66 0.47  -0.475
37 C -3.74 4.49 -0.73  -1.013
38 C -2.92 4.91 -1.96  2.166
39 C -3.75 4.73 -3.23  -2.037
40 C -2.47 6.37 -1.81  -1.877
41 C -1.69 4.00 -2.02  -0.801
42 O -0.93 4.03 -0.83  -0.378
43 C -2.69 1.74 1.92  0.341
44 C -3.38 2.67 2.86  -1.810
45 N -2.83 0.39 2.22  0.093
46 H -3.07 -2.00 2.86  0.386
47 H -1.69 -2.58 1.92  0.054
48 H -3.25 -2.47 1.16  0.269
49 H -0.25 -2.53 -2.57  0.472
50 H 0.75 -1.17 -3.18  0.500
51 H 2.27 -2.90 -2.51  0.494
52 H 2.38 -1.62 -1.31  0.659
53 H -0.14 -4.73 -0.84  0.293
54 H 0.93 -4.62 -2.24  0.701
55 H 3.53 -4.76 -0.40  0.356
56 H 4.82 -6.74 0.28  0.385
57 H 3.73 -8.95 0.37  0.380
58 H 1.34 -9.17 -0.22  0.376
59 H 0.06 -7.18 -0.89  0.394
60 H 1.96 -0.98 0.50  -0.022
61 H 1.70 -0.46 2.83  0.432
62 H 0.83 -2.14 4.42  0.429
63 H 0.27 -4.41 3.59  0.383
64 H 0.57 -4.97 1.26  0.268
65 H -1.45 1.28 -1.07  0.512
66 H 0.14 1.57 2.30  0.528
67 H 2.49 2.23 2.60  0.569
68 H 3.96 2.52 0.62  0.553
69 H 0.70 1.54 -1.94  0.631
70 H -4.06 3.45 -0.84  0.286
71 H -4.63 5.12 -0.63  0.506
72 H -4.09 3.70 -3.32  0.445
73 H -3.16 4.98 -4.10  0.391
74 H -4.62 5.38 -3.20  0.458
75 H -1.86 6.48 -0.92  0.309
76 H -1.89 6.67 -2.67  0.451
77 H -3.34 7.02 -1.72  0.461
78 H -2.02 2.97 -2.23  0.229
79 H -1.01 4.31 -2.81  0.554
80 H -3.16 2.38 3.89  0.469
81 H -3.04 3.68 2.70  0.394
82 H -4.46 2.63 2.72  0.326
83 H -3.37 0.14 3.03  0.303

(2)
C3H3BaLiO3 as an isolated structure in a non-equilibrium geometry, computed with ωB97M-V/def2-TZVPD.

Results
Orbital gap (spin up / spin down) (eV): 4.8 / 8.5
HOMO (spin up / spin down) (eV): -8.07 / -12.03
Relative energy (zero: lowest compared OMol25 entry of this formula, charge and spin) (kcal per mole): 2.8
Electronic energy (Eh): -374.5634
Total charge: +1
Maximum force (eV/A): 2.450
2S+1: 2

Last column: Mulliken charge in e.
Geometry (Å):
1 C -1.56 2.32 0.31  -0.725
2 C -2.31 1.30 1.08  -0.246
3 O -1.83 0.88 -0.20  -0.308
4 C 0.54 1.75 -2.12  0.803
5 O 0.28 1.09 -3.04  -0.302
6 O 1.08 2.23 -1.20  -0.455
7 Li 0.49 2.58 0.71  0.926
8 H -2.27 2.96 -0.23  0.145
9 H -3.40 1.33 1.17  0.236
10 H -1.85 0.72 1.88  0.173
11 Ba -3.06 0.03 -2.22  0.752

(3)
C7H8Br9N as an isolated structure in a non-equilibrium geometry, computed with ωB97M-V/def2-TZVPD.

Results
Orbital gap (spin up / spin down) (eV): 3.6 / 7.9
HOMO (spin up / spin down) (eV): -1.51 / -5.83
Electronic energy (Eh): -23492.3761
Total charge: -1
Maximum force (eV/A): 3.689
2S+1: 2

Last column: Mulliken charge in e.
Geometry (Å):
1 N -3.11 -2.08 -0.96  -0.008
2 C -3.25 -2.64 -2.18  -0.432
3 C -2.05 -2.41 -2.78  -0.759
4 C -1.28 -1.58 -1.95  -0.013
5 C -2.00 -1.34 -0.81  -0.346
6 H -3.91 -2.14 -0.35  0.192
7 H -4.08 -3.29 -2.44  0.339
8 H -1.71 -2.82 -3.72  0.366
9 H -0.30 -1.15 -2.12  0.298
10 H -1.77 -0.83 0.11  0.323
11 C 3.12 -2.35 0.31  -0.324
12 Br 2.34 -4.14 0.02  -0.068
13 Br 3.19 -1.95 2.27  -0.040
14 Br 2.15 -1.04 -0.78  0.057
15 H 4.16 -2.36 -0.01  0.375
16 C 1.05 5.26 1.25  -0.014
17 Br 2.16 5.62 -0.35  -0.021
18 Br -0.79 5.44 0.56  -0.047
19 Br 1.53 6.59 2.68  -0.073
20 H 1.12 4.26 1.68  0.051
21 C 0.71 0.84 1.91  -0.132
22 Br 2.56 1.67 1.81  -0.304
23 Br -0.40 1.70 0.49  -0.213
24 Br -0.19 0.94 3.72  -0.337
25 H 0.74 -0.22 1.66  0.129

(4)
A 9-piece molecular cluster, C34H91N5O16 overall in a non-equilibrium geometry, computed with ωB97M-V/def2-TZVPD.

Results
Orbital gap (eV): 8.4
HOMO (eV): -8.11
SMILES: COCCNCCOC.COCCNCCOC.COCCNCCOC.COCCNCCOC.COCCNCCOC.OCCO.OCCO.O.O
Relative energy (zero: lowest compared OMol25 entry of this formula, charge and spin) (kcal per mole): 0.0
Electronic energy (Eh): -2827.3798
Maximum force (eV/A): 2.302
2S+1: 1

Last column: Mulliken charge in e.
Geometry (Å):
1 C 3.64 -2.46 2.37  -0.442
2 O 2.71 -3.07 3.22  -0.409
3 C 1.62 -3.68 2.53  0.520
4 C 0.74 -4.24 3.62  -1.076
5 N 0.04 -3.17 4.34  -0.249
6 C -0.90 -3.72 5.35  -1.082
7 C -0.25 -4.47 6.47  -0.504
8 O 0.65 -3.59 7.13  -0.271
9 C 1.16 -4.16 8.30  -0.796
10 H 3.19 -1.67 1.75  -0.092
11 H 4.13 -3.17 1.69  0.326
12 H 4.39 -1.92 2.94  0.316
13 H 2.08 -4.48 1.93  0.431
14 H 1.03 -2.99 1.92  -0.600
15 H 1.38 -4.85 4.28  0.415
16 H -0.02 -4.94 3.24  0.477
17 H 0.73 -2.66 4.89  0.249
18 H -1.70 -4.31 4.89  0.393
19 H -1.38 -2.83 5.76  0.417
20 H 0.23 -5.42 6.21  0.366
21 H -1.03 -4.75 7.19  0.488
22 H 1.56 -3.38 8.95  0.249
23 H 2.00 -4.85 8.11  0.301
24 H 0.42 -4.72 8.88  0.315
25 C 1.24 0.81 2.79  -0.070
26 O 1.28 1.97 3.61  -0.401
27 C 2.04 3.01 3.04  -0.400
28 C 1.80 4.29 3.79  -0.638
29 N 2.21 4.19 5.17  -0.372
30 C 1.92 5.37 5.99  -0.848
31 C 0.59 5.20 6.73  -0.445
32 O 0.51 3.99 7.43  -0.350
33 C -0.81 3.54 7.64  -0.711
34 H 2.27 0.55 2.49  0.172
35 H 0.68 1.11 1.90  -0.023
36 H 0.73 0.03 3.34  0.114
37 H 1.88 3.14 1.96  0.332
38 H 3.11 2.74 3.09  0.316
39 H 0.72 4.50 3.66  0.260
40 H 2.33 5.10 3.29  0.377
41 H 1.77 3.41 5.64  0.296
42 H 1.93 6.27 5.37  0.374
43 H 2.71 5.53 6.73  0.365
44 H -0.20 5.25 5.96  0.330
45 H 0.44 6.08 7.37  0.413
46 H -1.20 3.00 6.77  0.268
47 H -1.45 4.40 7.87  0.328
48 H -0.78 2.90 8.52  0.245
49 C -3.34 8.93 -2.87  -0.785
50 O -2.90 7.85 -2.07  -0.261
51 C -3.03 8.17 -0.67  -0.609
52 C -3.31 6.87 0.07  -0.738
53 N -2.33 5.83 -0.18  -0.203
54 C -2.38 4.76 0.78  -0.858
55 C -1.34 3.72 0.41  -0.168
56 O -1.64 3.18 -0.87  -0.354
57 C -0.91 2.01 -1.09  -0.155
58 H -2.77 9.85 -2.67  0.301
59 H -4.39 9.15 -2.66  0.311
60 H -3.28 8.67 -3.92  0.221
61 H -3.72 8.97 -0.42  0.458
62 H -2.01 8.48 -0.42  0.279
63 H -4.28 6.50 -0.30  0.328
64 H -3.45 7.11 1.12  0.409
65 H -2.30 5.61 -1.16  0.270
66 H -3.40 4.34 0.86  0.318
67 H -2.18 5.14 1.79  0.365
68 H -1.31 2.89 1.12  0.263
69 H -0.33 4.16 0.41  0.211
70 H -1.30 1.18 -0.50  0.287
71 H 0.16 2.10 -0.88  0.267
72 H -0.90 1.71 -2.15  -0.257
73 C 2.95 -5.20 -2.17  -0.655
74 O 1.80 -5.93 -1.81  -0.306
75 C 1.03 -6.38 -2.91  -0.280
76 C -0.31 -6.79 -2.30  -0.963
77 N -1.19 -5.63 -2.27  0.090
78 C -2.58 -5.99 -2.00  -0.831
79 C -3.34 -4.84 -1.38  -0.388
80 O -2.76 -4.56 -0.10  -0.299
81 C -3.30 -3.37 0.45  -0.487
82 H 3.43 -4.82 -1.27  0.160
83 H 2.76 -4.30 -2.77  0.214
84 H 3.60 -5.90 -2.72  0.418
85 H 1.55 -7.20 -3.41  0.461
86 H 0.86 -5.58 -3.64  0.067
87 H -0.11 -7.21 -1.31  0.383
88 H -0.75 -7.61 -2.88  0.583
89 H -0.86 -5.11 -1.46  -0.035
90 H -2.59 -6.88 -1.37  0.378
91 H -3.09 -6.29 -2.92  0.382
92 H -4.41 -5.03 -1.33  0.458
93 H -3.18 -3.94 -1.99  0.137
94 H -2.74 -2.51 0.05  0.071
95 H -3.08 -3.40 1.51  0.117
96 H -4.36 -3.18 0.28  0.377
97 C -0.84 1.56 -8.95  -0.838
98 O -0.68 1.66 -7.57  -0.299
99 C -1.75 2.27 -6.89  -0.682
100 C -1.52 2.13 -5.40  -1.075
101 N -1.06 0.78 -5.01  0.288
102 C -2.14 -0.13 -4.66  -1.110
103 C -1.55 -1.54 -4.59  0.026
104 O -1.06 -1.88 -5.86  -0.408
105 C -0.55 -3.20 -5.88  -0.708
106 H -1.80 1.12 -9.25  0.324
107 H -0.07 0.99 -9.45  0.262
108 H -0.79 2.55 -9.44  0.313
109 H -2.68 1.76 -7.18  0.322
110 H -1.82 3.30 -7.26  0.471
111 H -2.44 2.36 -4.86  0.388
112 H -0.74 2.78 -4.98  0.482
113 H -0.59 0.42 -5.84  0.426
114 H -2.98 -0.26 -5.36  0.309
115 H -2.58 0.11 -3.69  0.352
116 H -2.31 -2.26 -4.25  0.549
117 H -0.76 -1.58 -3.83  -0.172
118 H -1.31 -3.88 -5.49  0.308
119 H 0.38 -3.32 -5.31  0.196
120 H -0.29 -3.45 -6.91  0.341
121 O 0.66 -0.70 0.28  1.704
122 C 0.23 -1.50 -0.81  0.561
123 C 1.29 -2.36 -1.44  -0.165
124 O 2.40 -1.66 -2.00  -0.612
125 H 1.47 -0.24 -0.02  -0.441
126 H -0.72 -2.02 -0.65  -0.508
127 H -0.10 -0.78 -1.59  -0.385
128 H 0.89 -3.04 -2.20  0.173
129 H 1.76 -3.00 -0.69  -0.017
130 H 2.11 -1.25 -2.84  0.387
131 O 5.17 2.82 -1.69  -0.561
132 C 4.97 1.40 -1.91  -0.157
133 C 4.42 0.76 -0.65  -0.596
134 O 2.99 0.70 -0.69  -0.342
135 H 4.78 3.29 -2.42  0.314
136 H 4.29 1.24 -2.75  0.120
137 H 5.98 1.03 -2.11  0.298
138 H 4.63 1.41 0.20  0.377
139 H 4.87 -0.22 -0.49  0.299
140 H 2.75 -0.01 -1.31  0.044
141 O 1.86 0.04 -4.05  -0.551
142 H 2.35 0.12 -4.87  0.231
143 H 1.07 0.60 -4.17  0.188
144 O -1.38 -1.68 2.21  -0.730
145 H -0.70 -1.44 1.57  0.184
146 H -0.96 -2.25 2.91  0.493